Record 1
This record from the OMol25 dataset describes a 2-piece molecular cluster, C7H9N2O overall in a non-equilibrium geometry. The level of theory is ωB97M-V/def2-TZVPD.

Structure (ORCA input):
```
! wB97M-V def2-TZVPD RIJCOSX def2/J DEFGRID3
* xyz 1 1
C 0.71325 -0.24017 0.64508
C -0.76892 -2.09621 -2.35617
C -1.00287 1.45450 -1.95886
C -0.60859 0.36645 0.88770
C -0.61788 1.89760 0.48706
C 1.74051 -1.84359 2.20490
C -0.30414 1.97487 -0.98422
N 1.34685 -1.03169 1.39975
N -0.24900 -1.72349 -1.42831
O -1.58531 1.04266 -2.87181
H 1.27207 0.11904 -0.12780
H -1.21472 -2.40399 -3.27308
H -1.20051 -0.25451 0.24115
H -0.91485 0.29766 1.85229
H -1.55617 2.28516 0.53777
H 0.21938 2.32498 1.08420
H 2.13734 -1.61865 3.12121
H 1.87977 -2.84829 2.01762
H 0.71379 2.29765 -1.47849
*
```

Gap between HOMO and LUMO (hartree): 0.287



Record 2
This record from the OMol25 dataset describes C17H12Cl5IrN2O2S2 as an isolated structure in a non-equilibrium geometry. The level of theory is ωB97M-V/def2-TZVPD.

Structure (ORCA input):
```
! wB97M-V def2-TZVPD RIJCOSX def2/J DEFGRID3
* xyz 1 2
Ir -1.66740 0.02823 0.30520
Cl -1.53149 -1.01205 3.56059
C -2.51719 0.36239 3.31337
C -2.61640 0.84613 2.00750
C -3.39081 1.99345 1.82800
Cl -3.43769 2.59885 0.21688
C -4.07211 2.61828 2.86771
Cl -5.00413 4.01846 2.57579
C -3.96743 2.08663 4.16169
Cl -4.79308 2.83200 5.44859
C -3.17225 0.95551 4.39313
Cl -3.01581 0.33343 5.97766
O -1.21362 1.90940 -3.20021
C -0.63879 1.28652 -2.33892
O -1.03563 0.23556 -1.73097
C 0.77296 1.75741 -1.93695
C 1.42167 2.57976 -2.84858
C 2.70148 3.05415 -2.60297
C 3.33473 2.74031 -1.40686
C 2.69891 1.94253 -0.48236
C 1.41405 1.42200 -0.73205
S 0.83130 0.37239 0.52658
H 0.91283 2.83791 -3.76370
H 3.20076 3.66531 -3.33834
H 4.32839 3.10534 -1.19822
H 3.17081 1.70208 0.45782
S -1.91399 -2.40948 -0.00271
C -0.26535 -2.72920 -0.43473
N 0.49449 -3.37012 0.43844
C 1.91086 -3.60039 0.22581
C 2.17893 -3.74685 -1.26745
C 1.58386 -2.54978 -2.00071
N 0.18829 -2.39643 -1.63083
H 0.08904 -3.60453 1.33460
H 2.19925 -4.50125 0.76623
H 2.47656 -2.75525 0.63393
H 1.72789 -4.66749 -1.63634
H 3.25074 -3.79712 -1.44768
H 1.64259 -2.68604 -3.08075
H 2.12993 -1.63592 -1.73873
H -0.40716 -1.82215 -2.21947
*
```

Gap between HOMO and LUMO (alpha / beta) (hartree): 0.175 / 0.199



Record 3
This record from the OMol25 dataset describes a 13-piece molecular cluster, C52H104O29 overall in a non-equilibrium geometry. The level of theory is ωB97M-V/def2-TZVPD.

Structure (ORCA input):
```
! wB97M-V def2-TZVPD RIJCOSX def2/J DEFGRID3
* xyz 0 1
C -4.41651 -1.44943 2.16478
C -5.80801 -1.76112 2.54095
O -5.73828 -1.78086 3.92925
C -6.79313 -1.19105 4.62711
O -7.77619 -0.69832 4.08320
O -6.44558 -1.23102 5.91777
C -7.46209 -1.14564 6.79808
H -3.74177 -2.13832 2.67298
H -4.16697 -0.43263 2.46799
H -4.05735 -1.46816 1.13581
H -6.14421 -2.76504 2.28168
H -6.40418 -1.00527 2.02972
H -7.87279 -0.13616 6.81698
H -7.13891 -1.26279 7.83246
H -8.24703 -1.84334 6.50619
C -3.35215 2.94301 -5.37223
C -2.91017 1.47801 -5.13802
O -1.48330 1.29812 -5.11455
C -0.89092 1.53242 -3.96862
O -1.42149 1.62707 -2.85053
O 0.39330 1.51988 -4.16137
C 1.37849 1.60174 -3.06846
H -2.80744 3.26491 -6.25979
H -3.02016 3.68046 -4.64144
H -4.44183 2.93823 -5.39827
H -3.14290 0.87576 -6.01622
H -3.40487 0.92448 -4.33990
H 2.24076 1.84954 -3.68749
H 1.58015 0.62818 -2.62169
H 1.21246 2.41289 -2.35953
C -7.48065 4.98686 1.90701
C -6.39316 4.46193 2.85530
O -5.19526 4.72647 2.18236
C -4.00998 4.08284 2.46403
O -3.89441 3.25407 3.36324
O -3.11863 4.51137 1.60902
C -1.77726 4.01912 1.57200
H -8.49734 4.66381 2.13081
H -7.40266 4.46602 0.95269
H -7.47955 6.06757 1.76499
H -6.32322 3.38383 2.99991
H -6.45065 5.06258 3.76305
H -1.29589 4.42638 0.68289
H -1.73081 2.93495 1.46948
H -1.18327 4.41704 2.39477
C 1.95715 -2.58531 3.55609
C 3.40430 -2.95375 3.26313
O 3.72761 -2.58697 1.91619
C 4.99408 -2.52006 1.47278
O 5.91829 -2.94702 2.05137
O 5.02488 -1.99842 0.21368
C 6.26892 -1.84601 -0.46855
H 2.02260 -2.09740 4.52859
H 1.21768 -3.31592 3.22823
H 1.70525 -1.79988 2.84352
H 3.57475 -4.02494 3.37087
H 4.14636 -2.47948 3.90541
H 5.95678 -1.24751 -1.32439
H 6.76938 -2.79083 -0.68054
H 6.78736 -1.17455 0.21590
C -1.51689 -0.32851 4.40144
C -2.02436 0.02580 5.78674
O -2.57010 -1.13166 6.39735
C -1.79515 -1.92688 7.18948
O -0.55228 -1.85379 7.30929
O -2.51576 -2.98039 7.56970
C -1.98135 -3.80866 8.61069
H -1.17812 0.54522 3.84471
H -2.27518 -0.94170 3.91451
H -0.60566 -0.92379 4.45956
H -2.68416 0.89330 5.77217
H -1.13959 0.27621 6.37205
H -2.71675 -4.60244 8.74184
H -1.99085 -3.33147 9.59065
H -1.00126 -4.25220 8.43522
C 8.02305 4.93727 3.84175
C 7.64438 3.53218 3.33969
O 6.28865 3.33550 3.25751
C 5.79089 2.26651 2.68515
O 6.39200 1.40858 1.98227
O 4.45572 2.33830 2.89156
C 3.47633 1.37648 2.38750
H 7.83753 5.72073 3.10699
H 9.07148 5.02874 4.12551
H 7.49221 5.26951 4.73390
H 7.96159 2.87313 4.14785
H 8.11479 3.41519 2.36341
H 3.93015 0.39190 2.27454
H 3.08428 1.64119 1.40550
H 2.67137 1.47952 3.11517
C 1.19372 4.85839 -4.91514
C -0.00598 5.23308 -4.04564
O 0.08668 4.62997 -2.73909
C 0.74877 5.31013 -1.82442
O 1.23354 6.42675 -1.83340
O 0.93045 4.40194 -0.88462
C 1.70774 4.64271 0.21998
H 2.15184 4.82440 -4.39652
H 1.23999 5.65226 -5.66062
H 1.21892 3.84054 -5.30428
H -0.87928 4.93719 -4.62694
H -0.25606 6.28398 -3.90013
H 1.43065 5.52509 0.79680
H 2.78877 4.69119 0.08915
H 1.66289 3.73054 0.81499
C 5.50790 -3.03271 -7.56932
C 5.74272 -2.65839 -6.08148
O 4.58456 -3.00557 -5.15244
C 4.76275 -3.22308 -3.79746
O 5.88720 -3.25802 -3.27500
O 3.56961 -3.51084 -3.15159
C 3.50904 -3.97265 -1.79333
H 5.32144 -4.10435 -7.63959
H 6.40999 -2.93446 -8.17321
H 4.71217 -2.46678 -8.05369
H 5.99778 -1.60298 -5.98571
H 6.60121 -3.23395 -5.73532
H 2.95357 -4.90958 -1.83479
H 2.86508 -3.35318 -1.16911
H 4.48396 -4.21109 -1.36815
C 5.08739 2.24199 -3.87799
C 5.41376 1.05955 -2.98791
C 4.50442 1.27852 -1.80072
O 4.22588 2.64341 -1.74329
C 4.92841 3.35848 -2.78754
H 4.23480 2.11689 -4.54546
H 5.93323 2.44493 -4.53487
H 6.43520 1.17841 -2.62649
H 5.20456 0.09470 -3.44986
H 4.98458 0.85617 -0.91801
H 3.62208 0.65898 -1.96118
H 5.89482 3.66341 -2.38610
H 4.30093 4.21365 -3.03868
C -3.30782 -2.91566 -4.35148
C -2.11687 -3.79154 -4.41095
C -1.75780 -4.15114 -2.88262
O -2.80632 -3.65491 -2.12927
C -3.31694 -2.51475 -2.85832
H -4.14883 -3.60779 -4.39327
H -3.29467 -2.13305 -5.11008
H -1.30036 -3.25580 -4.89511
H -2.14322 -4.60111 -5.14034
H -0.86661 -3.68674 -2.46048
H -1.62767 -5.20364 -2.63081
H -2.72776 -1.60122 -2.77802
H -4.29154 -2.20191 -2.48364
C 0.92028 -6.70974 0.89994
C -0.48762 -6.38125 1.23645
C -0.76712 -5.08637 0.46505
O 0.45877 -4.54714 0.11402
C 1.44081 -5.28341 0.80302
H 1.06870 -7.18972 -0.06737
H 1.36612 -7.24297 1.73957
H -0.59943 -6.16288 2.29849
H -1.10489 -7.21856 0.91092
H -1.34370 -4.37184 1.05251
H -1.41162 -5.35348 -0.37243
H 1.61593 -4.97431 1.83350
H 2.40984 -5.29479 0.30408
C -0.90608 -0.31599 0.36377
C -0.39779 -1.10954 -0.80083
C 1.09783 -1.01925 -0.51311
O 1.27690 0.27209 -0.04533
C 0.10597 0.81754 0.57781
H -0.94657 -1.09401 1.12610
H -1.96209 -0.05792 0.28412
H -0.61116 -0.70163 -1.78885
H -0.84174 -2.10186 -0.88034
H 1.50814 -1.19073 -1.50827
H 1.49513 -1.81214 0.12059
H -0.25965 1.69400 0.04278
H 0.10441 0.87169 1.66646
C -4.13663 0.91094 -1.17437
C -5.38597 0.14540 -1.55664
C -6.47446 1.20347 -1.37074
O -5.76811 2.44769 -1.13179
C -4.50022 2.33307 -1.61073
H -3.28192 0.45977 -1.67838
H -4.07158 0.80054 -0.09193
H -5.48295 -0.75444 -0.94921
H -5.40734 -0.23912 -2.57634
H -7.16036 1.08291 -0.53222
H -6.99619 1.35698 -2.31537
H -4.06607 3.19480 -1.10375
H -4.36941 2.58577 -2.66294
*
```

Gap between HOMO and LUMO (hartree): 0.366